ORCA calculation (ωB97M-V with the def2-TZVPD basis set) on a structure of composition C33H23FeN8O2SSbSe4 in a non-equilibrium geometry.

```
73
Properties=species:S:1:pos:R:3
Fe 0.06 -0.31 0.24
C -2.73 2.91 -2.46
C -2.30 2.26 -1.32
N -1.09 1.71 -1.26
C -0.30 1.80 -2.32
C -0.78 2.41 -3.49
N -1.97 2.97 -3.56
C 1.09 1.29 -2.16
C 2.05 1.62 -3.08
C 3.41 1.29 -2.88
C 3.70 0.74 -1.61
C 2.71 0.46 -0.71
N 1.36 0.62 -0.99
C 3.04 0.03 0.67
C 4.31 0.22 1.24
N 4.58 -0.10 2.49
C 3.58 -0.62 3.21
C 2.32 -0.81 2.68
N 2.06 -0.49 1.41
C 4.45 1.59 -3.84
C 5.73 1.03 -3.77
C 6.70 1.36 -4.69
N 6.51 2.21 -5.71
C 5.29 2.74 -5.79
C 4.25 2.47 -4.92
H -3.70 3.37 -2.50
H -2.93 2.15 -0.45
H -0.18 2.43 -4.40
H 1.75 2.13 -3.98
H 4.73 0.57 -1.33
H 5.10 0.67 0.66
H 3.79 -0.88 4.24
H 1.52 -1.24 3.26
H 5.98 0.30 -3.00
H 7.68 0.92 -4.62
H 5.12 3.43 -6.61
H 3.31 2.97 -5.07
O -1.25 -2.57 3.92
S -1.01 -2.51 2.50
O 0.18 -3.15 1.99
N -1.03 -1.01 1.95
C -1.55 0.02 2.74
C -2.52 -0.06 3.71
C -2.93 1.07 4.45
C -2.41 2.31 4.23
C -1.42 2.45 3.22
C -0.81 3.69 2.93
C 0.14 3.77 1.95
C 0.46 2.60 1.23
N -0.10 1.45 1.48
C -1.02 1.33 2.48
C -2.37 -3.35 1.72
C -2.11 -4.29 0.73
C -3.17 -4.91 0.09
C -4.47 -4.58 0.42
C -4.73 -3.65 1.42
C -3.68 -3.04 2.07
H -2.95 -1.01 3.97
H -3.69 0.93 5.20
H -2.72 3.17 4.80
H -1.10 4.57 3.49
H 0.63 4.70 1.71
H 1.17 2.63 0.42
H -1.08 -4.51 0.48
H -2.97 -5.62 -0.70
H -5.30 -5.05 -0.11
H -5.75 -3.40 1.68
H -3.87 -2.31 2.85
Se 1.11 -2.34 -3.03
Sb -1.29 -1.35 -3.36
Se -1.92 -1.36 -0.98
Se 1.01 -2.50 -0.74
Se -2.41 -3.34 -4.28
```

Properties
Lowest unoccupied orbital energy (spin up / spin down) ... 1.974 / 0.246 eV
Net charge ... -1
2S+1 ... 6
Frontier orbital gap (spin up / spin down) ... 5.071 / 5.145 eV
ΔE to the lowest compared entry with this formula, charge and spin ... 165.1 kJ/mol

Atomic partial charges in e from the Mulliken method, atoms 1 to 6: -0.295, -0.539, -0.373, 0.522, -0.457, -0.229

ORCA calculation (ωB97M-V with the def2-TZVPD basis set) on a structure of composition C33H24AuF2N3OP.

```
65
Properties=species:S:1:pos:R:3
Au 0.01 -0.09 0.16
F 5.33 -1.38 0.02
C 4.40 -0.42 0.04
C 3.06 -0.79 0.04
C 2.08 0.20 0.06
C 2.46 1.56 0.08
C 3.82 1.86 0.10
F 4.24 3.13 0.13
C 4.81 0.89 0.08
C 1.38 2.57 0.07
C 1.56 3.95 0.16
C 0.46 4.79 0.13
C -0.81 4.26 0.00
C -0.94 2.89 -0.09
N 0.12 2.08 -0.05
H 2.82 -1.84 0.06
H 5.85 1.17 0.08
H 2.54 4.36 0.26
H 0.60 5.86 0.21
H -1.69 4.89 -0.04
H -1.90 2.42 -0.21
O -2.63 -0.13 -0.86
C -2.07 -0.11 0.20
C -2.82 -0.05 1.51
C -4.18 0.20 1.51
C -4.85 0.37 2.71
C -4.14 0.30 3.91
C -2.78 0.04 3.91
C -2.11 -0.14 2.70
P -0.33 -0.53 2.58
C 0.39 0.00 4.14
C 0.82 -0.89 5.11
C 1.36 -0.42 6.30
C 1.46 0.95 6.52
C 1.04 1.85 5.55
C 0.51 1.38 4.36
C -0.28 -2.35 2.61
C 0.93 -2.96 2.27
C 1.03 -4.34 2.26
C -0.07 -5.12 2.58
C -1.27 -4.52 2.92
C -1.38 -3.13 2.94
H -4.70 0.26 0.56
H -5.91 0.58 2.72
H -4.66 0.45 4.85
H -2.24 -0.03 4.85
H 0.74 -1.96 4.95
H 1.69 -1.11 7.05
H 1.88 1.31 7.45
H 1.13 2.91 5.71
H 0.19 2.08 3.59
H 1.79 -2.35 2.02
H 1.98 -4.81 2.01
H 0.01 -6.20 2.56
H -2.13 -5.13 3.18
H -2.32 -2.67 3.21
N 0.85 -2.51 -1.59
C 0.56 -3.77 -1.95
C -0.65 -4.10 -1.39
C -1.04 -2.95 -0.69
N -0.12 -1.99 -0.82
H 1.63 -1.93 -1.86
H 1.23 -4.33 -2.58
H -1.18 -5.03 -1.47
H -1.93 -2.78 -0.11
```

Properties
Lowest unoccupied orbital energy ... -3.171 eV
Net charge ... +1
Frontier orbital gap ... 7.684 eV

Atomic partial charges in e from the Mulliken method, atoms 1 to 6: 1.167, -0.330, 0.097, -0.423, 0.169, -0.640

ORCA calculation (ωB97M-V with the def2-TZVPD basis set) on a structure of composition C33H24BN14O7Tl in a non-equilibrium geometry.

```
80
Properties=species:S:1:pos:R:3
Tl 0.65 0.06 -1.01
C 2.55 -2.23 -4.31
C 1.55 -1.38 -3.86
N 1.83 -0.97 -2.63
N 2.98 -1.54 -2.25
C 3.44 -2.30 -3.25
B 3.67 -1.23 -0.90
N 3.76 0.29 -0.77
C 4.82 1.08 -0.57
C 4.39 2.39 -0.52
C 3.01 2.31 -0.70
N 2.66 1.04 -0.85
N 2.80 -1.73 0.27
C 3.16 -2.54 1.27
C 2.14 -2.58 2.21
C 1.17 -1.74 1.69
N 1.58 -1.23 0.53
H 2.61 -2.71 -5.27
H 0.65 -1.04 -4.35
H 4.35 -2.85 -3.15
H 4.73 -1.75 -0.86
H 5.81 0.67 -0.47
H 4.97 3.27 -0.36
H 2.27 3.09 -0.71
H 4.10 -3.05 1.25
H 2.12 -3.11 3.14
H 0.21 -1.47 2.10
C 1.29 3.09 -4.27
C 0.29 4.05 -4.10
C -0.64 3.87 -3.12
C -0.60 2.71 -2.31
N 0.35 1.77 -2.52
C 1.27 1.98 -3.46
N -1.44 2.64 -1.27
C -1.71 1.66 -0.51
N -1.53 0.33 -0.70
C -2.43 -0.54 -0.20
N -2.29 -1.78 0.08
C -1.26 -2.62 -0.17
C -1.29 -3.83 0.55
C -0.39 -4.82 0.26
C 0.48 -4.62 -0.81
C 0.47 -3.40 -1.45
N -0.32 -2.38 -1.11
C -3.78 0.03 0.09
C -4.86 -0.83 0.56
C -5.89 -0.29 1.24
C -5.89 1.07 1.69
C -4.85 1.89 1.48
C -3.77 1.45 0.60
H 2.06 3.19 -5.02
H 0.28 4.93 -4.73
H -1.40 4.60 -2.91
H 2.03 1.22 -3.57
H -2.04 -3.94 1.31
H -0.39 -5.75 0.81
H 1.15 -5.39 -1.13
H 1.13 -3.24 -2.28
H -4.77 -1.88 0.35
H -6.71 -0.92 1.55
H -6.72 1.40 2.29
H -4.75 2.88 1.90
O -1.81 0.72 6.51
N -2.42 0.84 5.47
O -3.63 0.81 5.38
C -1.67 1.04 4.27
C -0.29 0.98 4.27
C 0.40 1.14 3.07
C -0.27 1.42 1.83
O 0.34 1.56 0.73
C -1.71 1.49 1.91
C -2.37 1.28 3.08
N -2.43 2.05 0.74
O -2.48 3.35 0.95
O -4.11 1.14 -0.71
N 1.82 0.99 3.11
O 2.31 0.62 4.17
O 2.48 1.19 2.11
H 0.26 0.80 5.18
H -3.45 1.33 3.15
```

Properties
Lowest unoccupied orbital energy ... -0.538 eV
Frontier orbital gap ... 7.493 eV
ΔE to the lowest compared entry with this formula, charge and spin ... 324.1 kJ/mol

Atomic partial charges in e from the Mulliken method, atoms 1 to 6: 3.169, -1.263, -0.555, -0.379, 0.387, -0.124

ORCA calculation (ωB97M-V with the def2-TZVPD basis set) on a structure of composition C33H24BrF3N3PdSb in a non-equilibrium geometry.

```
66
Properties=species:S:1:pos:R:3
Pd 0.21 -0.35 0.06
C -3.17 -0.12 3.03
C -4.21 -0.76 2.38
C -4.04 -1.16 1.07
C -2.83 -0.92 0.42
N -1.82 -0.33 1.08
C -1.98 0.06 2.34
C -2.59 -1.24 -1.00
C -3.60 -1.67 -1.87
C -3.30 -1.91 -3.20
C -2.00 -1.70 -3.66
C -1.06 -1.27 -2.74
N -1.34 -1.06 -1.47
H -3.26 0.23 4.05
H -5.15 -0.93 2.88
H -4.84 -1.66 0.54
H -1.15 0.55 2.82
H -4.60 -1.80 -1.52
H -4.06 -2.26 -3.88
H -1.73 -1.87 -4.69
H -0.03 -1.09 -3.06
Br -2.01 3.53 -3.47
C -1.06 3.30 -1.84
C -1.06 4.27 -0.84
C -0.37 3.99 0.33
C 0.26 2.76 0.47
N 0.26 1.84 -0.49
C -0.37 2.11 -1.63
H -1.59 5.20 -0.96
H -0.33 4.71 1.13
H 0.81 2.52 1.37
H -0.32 1.37 -2.42
F 2.65 -8.57 2.45
C 2.25 -7.35 2.13
C 2.70 -6.26 2.87
C 2.28 -4.99 2.52
C 1.44 -4.83 1.43
C 0.94 -5.92 0.74
C 1.36 -7.19 1.07
Sb 0.77 -2.84 0.91
C 2.30 -1.54 1.74
C 1.91 -0.24 2.11
C 2.87 0.70 2.45
C 4.21 0.33 2.42
F 5.12 1.24 2.75
C 4.61 -0.95 2.08
C 3.64 -1.88 1.72
C 1.62 -2.61 -1.06
C 2.07 -1.34 -1.44
C 2.52 -1.11 -2.73
C 2.55 -2.17 -3.63
F 3.01 -1.96 -4.85
C 2.10 -3.43 -3.28
C 1.61 -3.64 -2.00
H 3.37 -6.42 3.70
H 2.61 -4.14 3.11
H 0.22 -5.79 -0.06
H 1.01 -8.05 0.52
H 0.85 0.00 2.28
H 2.61 1.69 2.77
H 5.66 -1.20 2.09
H 3.95 -2.88 1.41
H 2.21 -0.52 -0.70
H 2.90 -0.15 -3.03
H 2.14 -4.23 -4.00
H 1.26 -4.62 -1.72
```

Properties
Lowest unoccupied orbital energy (spin up / spin down) ... -8.102 / -8.963 eV
Net charge ... +2
Frontier orbital gap (spin up / spin down) ... 5.900 / 5.026 eV

Atomic partial charges in e from the Mulliken method, atoms 1 to 6: 0.319, -1.119, -0.463, -1.077, 0.602, 0.659

Asked for molar mass across the records above, the calculation gives 1089.11 744.51 943.84 827.65 g/mol in order.